[1]
Density functional theory data (the ωB97M-V functional and the def2-TZVPD basis) for 2 unconnected molecules or ions with the total composition C11H15N4 at a distorted geometry.

Geometry (Å):
C 3.2123 -0.1895 -1.2243
C 2.4211 0.6237 -0.4667
C 2.9228 -1.4920 -0.9329
C -2.5540 -2.1981 0.6707
C -1.5488 -0.8768 -0.6635
C 1.7066 -0.2145 0.3620
C -1.3199 -0.4332 0.6258
C -1.0239 -0.0363 -1.7609
C -1.1235 1.4580 -1.2876
C -0.4334 0.6994 0.9728
C -0.5586 1.2302 2.4050
N -2.3735 -1.9343 -0.6265
N 1.9247 -1.4729 0.0000
N -2.0346 -1.2673 1.4488
N -0.1941 1.7145 -0.1545
H 4.0526 0.0505 -1.7714
H 2.4593 1.7144 -0.5763
H 3.3998 -2.5151 -1.2790
H -3.0992 -3.0840 1.0300
H 0.0831 -0.2699 -1.9903
H -1.4249 -0.1698 -2.7944
H -0.7495 1.9711 -2.0737
H -2.1381 1.6878 -1.0904
H -1.4564 1.7478 2.4903
H 0.2149 2.0335 2.5302
H -0.3790 0.4854 3.2602
H 1.4424 -2.2649 0.4364
H -2.0579 -1.2472 2.5019
H 0.8893 1.5782 -0.3954
H -0.2597 2.6715 0.3535

Computed properties:
**HOMO-LUMO gap (spin up / spin down)**: 7.68 / 6.00 eV
**Energy relative to the best compared isomer or geometry (same formula, charge and spin)**: 0.00 kcal/mol
**⟨S²⟩**: 2.02
**Charge**: +1
**HOMO energy (spin up / spin down)**: -10.3384 / -11.6872 eV
**E_LUMO (spin up / spin down)**: -0.0978 / -0.2090 Ha
**Multiplicity**: 3

Atom charges from the natural (NBO) analysis, given in e for atoms 1 to 4: atom 1 (C): -0.280, atom 2 (C): -0.488, atom 3 (C): -0.040, atom 4 (C): 0.237


[2]
Density functional theory data (the ωB97M-V functional and the def2-TZVPD basis) for a molecular structure, C15H26B3N7O4 at a distorted geometry.

Geometry (Å):
C 1.7719 -1.9359 0.3002
C 2.1893 -0.5545 -0.1518
C 3.5094 0.0089 0.2818
N 1.4377 0.1853 -0.8785
B 0.2118 0.4930 -0.2001
O 0.1996 1.1254 1.0639
B -0.6266 0.3398 1.8790
O -1.9112 0.1314 1.3871
B -1.7104 -0.5647 0.1895
O -2.1183 -1.8525 0.0844
O -1.0288 0.1203 -0.8013
H 2.5979 -2.6382 0.1409
H 0.8865 -2.2379 -0.2480
H 1.5010 -1.9438 1.3600
H 4.2626 -0.7600 0.4051
H 3.4012 0.5276 1.2343
H 3.8550 0.7523 -0.4276
H -0.2362 -0.1551 2.8836
H -2.2026 -2.1163 -0.8387
C -4.9122 -3.6993 1.7449
C -4.2962 -4.6955 2.6222
N -3.8165 -5.4735 3.3032
H -4.1761 -2.9469 1.4626
H -5.2896 -4.1819 0.8483
H -5.7371 -3.2164 2.2581
C -8.5426 -6.3134 2.5313
C -8.1732 -5.0698 1.8545
N -7.8855 -4.1004 1.3293
H -8.7484 -6.1131 3.5804
H -9.4310 -6.7350 2.0660
H -7.7255 -7.0280 2.4580
C 6.0515 -3.0054 -2.1693
C 5.3066 -2.9764 -0.9115
N 4.7285 -2.9539 0.0701
H 6.6984 -2.1327 -2.2316
H 6.6594 -3.9063 -2.2153
H 5.3577 -2.9977 -3.0074
C 5.8984 3.8698 -1.4848
C 6.3607 2.7777 -0.6254
N 6.7203 1.9280 0.0435
H 6.4254 3.8378 -2.4358
H 4.8298 3.7704 -1.6651
H 6.0914 4.8249 -1.0012
C -1.6508 4.0688 1.1022
C -1.3108 5.3106 0.4082
N -1.0461 6.2786 -0.1309
H -1.8897 4.2821 2.1422
H -2.5105 3.6008 0.6272
H -0.8060 3.3839 1.0613
C -0.2524 7.0708 -3.4463
C 1.0114 6.3675 -3.6698
N 1.9961 5.8208 -3.8438
H -0.1111 8.1391 -3.5972
H -1.0048 6.7093 -4.1444
H -0.5963 6.8967 -2.4278

Computed properties:
**HOMO-LUMO gap**: 9.06 eV
**Energy relative to the best compared isomer or geometry (same formula, charge and spin)**: 21.35 kcal/mol
**HOMO energy**: -8.6857 eV
**E_LUMO**: 0.0139 Ha

Atom charges from the natural (NBO) analysis, given in e for atoms 1 to 4: atom 1 (C): -0.736, atom 2 (C): 0.502, atom 3 (C): -0.708, atom 4 (N): -0.779


[3]
Density functional theory data (the ωB97M-V functional and the def2-TZVPD basis) for a single C6H10O molecule at a distorted geometry.

Geometry (Å):
C 1.5021 -1.4825 1.0158
C 0.5725 -0.8816 -0.0262
C -0.8727 -0.5009 0.4278
C -0.6854 0.7577 -0.3904
C -1.6283 1.5917 -1.0995
O -1.0531 2.6683 -0.5235
C 0.7870 0.6067 -0.4375
H 1.5337 -0.8572 1.9158
H 1.1796 -2.4872 1.3155
H 2.5235 -1.5593 0.6255
H 0.5391 -1.5155 -0.9177
H -1.7086 -1.1651 0.1608
H -0.9024 -0.3093 1.4998
H -1.7096 1.5640 -2.1788
H -2.6225 1.3997 -0.6889
H 1.2724 1.1624 0.3768
H 1.2781 0.8667 -1.3761

Computed properties:
**HOMO-LUMO gap (spin up / spin down)**: 9.17 / 9.17 eV
**Energy relative to the best compared isomer or geometry (same formula, charge and spin)**: 77.46 kcal/mol
**HOMO energy (spin up / spin down)**: -8.9952 / -8.9957 eV
**E_LUMO (spin up / spin down)**: 0.0062 / 0.0062 Ha

Atom charges from the natural (NBO) analysis, given in e for atoms 1 to 4: atom 1 (C): -0.606, atom 2 (C): -0.195, atom 3 (C): -0.469, atom 4 (C): 0.361


[4]
Density functional theory data (the ωB97M-V functional and the def2-TZVPD basis) for a single C3H8N2S molecule at a distorted geometry.

Geometry (Å):
C -2.0713 -0.4219 0.1293
N -0.7459 -1.0199 -0.1173
C 0.2333 -0.2623 -0.2191
C 0.2453 1.2370 -0.2342
N 1.4742 -0.9334 -0.3797
S 2.9763 -0.2301 0.0142
H -2.7310 -0.2249 -0.7341
H -2.6060 -1.0879 0.7685
H -2.0297 0.5056 0.7504
H 1.1743 1.6019 -0.6353
H -0.6302 1.6400 -0.8015
H 0.1970 1.5656 0.8397
H 1.3688 -1.8820 -0.7446
H 3.1448 -0.4876 1.3636

Computed properties:
**HOMO-LUMO gap**: 9.84 eV
**Energy relative to the best compared isomer or geometry (same formula, charge and spin)**: 35.61 kcal/mol
**HOMO energy**: -9.0263 eV
**Structure (SMILES)**: C/N=C(\C)NS
**E_LUMO**: 0.0301 Ha

Atom charges from the natural (NBO) analysis, given in e for atoms 1 to 4: atom 1 (C): -0.446, atom 2 (N): -0.479, atom 3 (C): 0.446, atom 4 (C): -0.713


[5]
Density functional theory data (the ωB97M-V functional and the def2-TZVPD basis) for 4 unconnected molecules or ions with the total composition C17H26Cl2O13S.

Geometry (Å):
C -2.5123 -0.9431 2.4617
C -2.0782 -0.1721 1.2216
Cl -2.9106 -0.8494 -0.2296
C -2.3695 1.3243 1.2241
C -1.7092 2.1311 2.3411
O -0.4774 1.4912 2.7524
S -0.2560 1.5932 4.3154
O 0.3424 2.8376 4.6387
O 0.2673 0.3703 4.7941
O -1.8227 1.6387 4.6741
C -2.5391 2.2862 3.6482
Cl -2.8269 4.0028 4.0254
H -2.4755 -0.3219 3.3556
H -3.5303 -1.3135 2.3470
H -1.8725 -1.8065 2.6327
H -1.0234 -0.3281 1.0115
H -2.0128 1.7440 0.2841
H -3.4530 1.4701 1.2508
H -1.4553 3.1206 1.9671
H -3.5182 1.8207 3.5971
C -5.9398 -4.1009 -2.5166
C -5.5174 -4.7230 -1.2134
C -6.4196 -4.4636 -0.0213
O -5.4986 -4.4863 1.0730
C -4.2708 -4.1552 0.5966
O -3.3273 -3.9148 1.2755
O -4.2838 -4.1386 -0.7545
H -6.1356 -3.0360 -2.3892
H -5.1581 -4.2222 -3.2647
H -6.8450 -4.5870 -2.8830
H -5.3429 -5.7975 -1.3255
H -7.1852 -5.2178 0.1381
H -6.8748 -3.4710 -0.0777
C 1.9947 0.4534 -0.0277
C 1.3670 1.0108 -1.2751
C 2.0739 2.1797 -1.9324
O 0.9875 2.9164 -2.5172
C -0.1325 2.6397 -1.8151
O -1.1675 3.2191 -1.9176
O 0.0899 1.6179 -0.9622
H 2.1960 1.2493 0.6911
H 1.3272 -0.2710 0.4382
H 2.9280 -0.0448 -0.2853
H 1.1775 0.2256 -2.0115
H 2.7732 1.8955 -2.7095
H 2.5592 2.8172 -1.1878
C 8.0428 2.0379 -0.7532
C 7.4712 0.9789 -1.6551
C 7.3541 1.3366 -3.1251
O 6.2091 0.5783 -3.5373
C 5.4388 0.3584 -2.4509
O 4.3351 -0.0895 -2.4809
O 6.0869 0.7263 -1.3266
H 7.5245 2.9868 -0.8932
H 7.9474 1.7395 0.2894
H 9.1016 2.1776 -0.9742
H 8.0021 0.0297 -1.5395
H 8.2089 1.0498 -3.7305
H 7.1354 2.3987 -3.2613

Computed properties:
**HOMO-LUMO gap**: 10.78 eV
**HOMO energy**: -10.3317 eV
**Structure (SMILES)**: C[C@@H](Cl)C[C@@H]1OS(=O)(=O)O[C@H]1Cl.C[C@@H]1COC(=O)O1.C[C@@H]1COC(=O)O1.C[C@@H]1COC(=O)O1
**E_LUMO**: 0.0163 Ha

Atom charges from the natural (NBO) analysis, given in e for atoms 1 to 4: atom 1 (C): -0.637, atom 2 (C): -0.156, atom 3 (Cl): -0.079, atom 4 (C): -0.458


[6]
Density functional theory data (the ωB97M-V functional and the def2-TZVPD basis) for a single C3H6NO2 molecule at a distorted geometry.

Geometry (Å):
O -0.9228 -0.5471 -1.6721
C -0.6750 -0.3023 -0.5137
N 0.3831 0.1311 0.1674
C 1.9832 0.7582 -0.3093
O 2.6231 1.5777 0.4395
C -1.7633 -0.7428 0.5284
H 0.2793 0.6517 1.0303
H 2.4352 -0.1390 -0.4687
H 1.6326 1.1735 -1.3305
H -2.4518 -1.4610 0.0181
H -2.3457 0.1511 0.7970
H -1.1780 -1.2511 1.3137

Computed properties:
**HOMO-LUMO gap (spin up / spin down)**: 10.14 / 6.37 eV
**Energy relative to the best compared isomer or geometry (same formula, charge and spin)**: 47.77 kcal/mol
**⟨S²⟩**: 0.76
**HOMO energy (spin up / spin down)**: -9.4145 / -9.3714 eV
**E_LUMO (spin up / spin down)**: 0.0266 / -0.1102 Ha
**Multiplicity**: 2

Atom charges from the natural (NBO) analysis, given in e for atoms 1 to 4: atom 1 (O): -0.611, atom 2 (C): 0.666, atom 3 (N): -0.703, atom 4 (C): 0.056


[7]
Density functional theory data (the ωB97M-V functional and the def2-TZVPD basis) for a molecular structure, C11H18Cl2HoN2S at a distorted geometry.

Geometry (Å):
Ho -0.6541 0.5235 -0.0867
Cl -0.7879 2.2423 1.7021
Cl -2.0635 -0.7968 -1.7178
C -0.7648 2.0898 -1.5257
H -1.1405 1.8694 -2.5259
H -0.8726 3.1328 -1.2108
C 1.3990 0.5354 -1.0600
C 0.8753 1.7701 -1.5110
H 0.9260 -0.3824 -1.4868
C 1.5640 2.9992 -0.8234
H 1.1013 1.8093 -2.5959
C 3.0703 2.9163 -1.0204
H 1.1690 3.9292 -1.2457
H 1.2927 2.9782 0.2446
C 3.5993 1.6649 -0.3223
H 3.3042 2.8611 -2.0936
H 3.5522 3.8228 -0.6339
C 2.8417 0.3783 -0.7099
H 4.6645 1.5530 -0.5547
H 3.5292 1.8239 0.7621
H 3.3579 -0.0668 -1.5739
H 2.9504 -0.3416 0.1111
C -2.9927 -1.8976 3.0406
N -2.6844 -2.6521 1.8384
C -3.5031 -3.5915 1.2362
C -2.8180 -4.1062 0.1806
N -1.5868 -3.4850 0.1701
C -1.4896 -2.5666 1.1771
S -0.1609 -1.6158 1.6271
H -2.3701 -2.2302 3.8805
H -2.8148 -0.8263 2.8849
H -4.0446 -2.0691 3.2832
H -4.4903 -3.7936 1.6158
H -3.1023 -4.8496 -0.5396
H -0.8561 -3.6285 -0.5164

Computed properties:
**HOMO-LUMO gap (spin up / spin down)**: 4.80 / 4.86 eV
**Energy relative to the best compared isomer or geometry (same formula, charge and spin)**: 0.00 kcal/mol
**⟨S²⟩**: 6.01
**Charge**: -1
**HOMO energy (spin up / spin down)**: -2.2047 / -2.2670 eV
**E_LUMO (spin up / spin down)**: 0.0953 / 0.0952 Ha
**Multiplicity**: 5

Atom charges from the natural (NBO) analysis, given in e for atoms 1 to 4: atom 1 (Ho): 1.257, atom 2 (Cl): -0.621, atom 3 (Cl): -0.654, atom 4 (C): -0.953


[8]
Density functional theory data (the ωB97M-V functional and the def2-TZVPD basis) for 3 unconnected molecules or ions with the total composition C4H12IN2O2 at a distorted geometry.

Geometry (Å):
I 1.1699 -1.9441 0.8514
C 1.9017 2.5331 0.6018
C 1.0702 2.3434 1.8651
C -0.4412 2.2726 1.6306
O 1.4695 1.1451 2.5387
H 1.4707 1.9647 -0.2291
H 2.8791 2.0923 0.7989
H 1.9949 3.5638 0.2567
H 1.3387 3.1000 2.6076
H -0.8903 2.3722 2.6122
H -0.6699 1.3954 1.0268
H -0.7430 3.0887 0.9577
H 1.3589 0.4056 1.9068
C -1.8780 -3.2604 -2.4623
O -2.7635 -3.7705 -3.1486
N -1.3758 -3.8415 -1.3388
N -1.2934 -2.0657 -2.7686
H -0.5779 -3.3936 -0.9140
H -1.6554 -4.7702 -1.0972
H -1.6288 -1.6474 -3.6139
H -0.7368 -1.5836 -2.0818

Computed properties:
**HOMO-LUMO gap**: 7.82 eV
**Energy relative to the best compared isomer or geometry (same formula, charge and spin)**: 0.00 kcal/mol
**Charge**: -1
**HOMO energy**: -4.3677 eV
**E_LUMO**: 0.1269 Ha

Atom charges from the natural (NBO) analysis, given in e for atoms 1 to 4: atom 1 (I): -0.939, atom 2 (C): -0.645, atom 3 (C): 0.102, atom 4 (C): -0.633


| no. | electronic energy (eV) |
| --- | --- |
| 1 | -17598.2920 |
| 2 | -36632.0298 |
| 3 | -8427.8812 |
| 4 | -17055.1859 |
| 5 | -80549.1580 |
| 6 | -8789.7643 |
| 7 | -76360.0493 |
| 8 | -19522.6205 |